Formula: C39H108N8O13
Source: OMol25
Level of theory: ωB97M-V with the def2-TZVPD basis set

Results
**LUMO level**: 0.40 eV
**Orbital gap**: 9.22 eV
**HOMO level**: -0.324 hartree
**E**: -80730.8939 eV

Last columns: bonded neighbours and bond lengths (Å).
Geometry (Å):
1 O -2.74 -4.97 -1.91  C36 1.398, H161 0.982
2 O 5.79 -1.97 1.79  C42 1.374, C51 1.421
3 O 2.61 -2.99 2.02  C40 1.441, H70 0.988
4 O -4.97 4.83 -4.71  C49 1.194
5 O -4.61 3.13 -0.31  C33 1.483, H138 0.968
6 O -4.78 -1.81 2.67  C32 1.415, H69 0.990
7 O -2.07 3.04 -0.70  C35 1.263
8 O -2.53 -0.69 5.97  C24 1.425, C59 1.397
9 O 4.97 3.16 -0.68  C22 1.403, C43 1.447
10 O 2.50 0.97 -2.59  C30 1.380, H109 0.958
11 O -0.14 -4.12 -2.72  C46 1.440, H105 0.932
12 O 0.46 4.89 -4.31  C31 1.398, C39 1.411
13 O 0.30 -1.32 1.75  C54 1.453, H152 0.971
14 N -5.67 4.74 -2.58  C49 1.357, H104 1.018, H149 1.020
15 N -0.95 2.73 1.34  C35 1.382, H68 0.999, H112 0.974
16 N 0.69 0.02 4.37  C38 1.440, H90 1.039, H115 1.030
17 N 5.20 -0.66 -1.58  C53 1.424, H71 1.015, H106 1.078
18 N -2.31 3.53 -5.79  C27 1.430, H107 1.011, H126 1.047
19 N 0.21 3.32 -0.49  C35 1.354, H83 1.028, H124 0.982
20 N 2.38 3.32 1.93  C60 1.527, H79 1.004, H122 1.086
21 N -4.13 3.21 -3.33  C49 1.396, H121 1.023, H146 1.008
22 C 3.72 3.40 -0.08  O9 1.403, C60 1.496, H101 1.133, H145 1.160
23 C -6.07 1.14 -0.27  C33 1.560, H86 1.113, H89 1.092, H148 1.087
24 C -1.49 0.08 5.37  O8 1.425, C38 1.497, H87 1.102, H88 1.108
25 C -3.99 -3.60 -0.44  C36 1.548, H133 1.096, H135 1.121, H155 1.126
26 C -3.68 -3.79 3.51  C32 1.512, H96 1.081, H156 1.084, H164 1.156
27 C -1.22 4.46 -5.81  N18 1.430, C31 1.548, C50 1.515, H100 1.087
28 C 3.33 1.56 -4.77  C30 1.546, H66 1.149, H120 1.137, H140 1.103
29 C 3.72 1.29 1.31  C60 1.531, H114 1.054, H117 1.120, H123 1.125
30 C 2.24 1.75 -3.70  O10 1.380, C28 1.546, C44 1.487, H62 1.065
31 C -0.93 4.79 -4.33  O12 1.398, C27 1.548, H63 1.081, H80 1.095
32 C -4.91 -2.91 3.55  O6 1.415, C26 1.512, C41 1.511, H128 1.101
33 C -4.82 1.83 0.36  O5 1.483, C23 1.560, C45 1.514, H113 1.123
34 C 2.30 -5.20 2.91  C40 1.505, H74 1.126, H134 1.082, H151 1.093
35 C -1.03 3.09 0.01  O7 1.263, N15 1.382, N19 1.354
36 C -2.57 -3.98 -0.94  O1 1.398, C25 1.548, C52 1.534, H150 1.119
37 C 2.67 -3.13 4.38  C40 1.503, H64 1.067, H102 1.089, H160 1.108
38 C -0.22 -0.70 5.22  N16 1.440, C24 1.497, C47 1.505, H78 1.120
39 C 0.94 5.85 -3.39  O12 1.411, H77 1.099, H147 1.109, H167 1.110
40 C 2.97 -3.86 3.10  O3 1.441, C34 1.505, C37 1.503, H168 1.086
41 C -6.19 -3.56 3.11  C32 1.511, H93 1.097, H131 1.089, H136 1.093
42 C 6.91 -1.83 2.58  O2 1.374, H118 1.083, H143 1.067, H153 1.074
43 C 5.05 3.80 -1.97  O9 1.447, H108 1.071, H159 1.077, H162 1.091
44 C 0.98 1.35 -4.38  C30 1.487, H127 1.054, H129 1.116, H158 1.068
45 C -4.95 2.05 1.86  C33 1.514, H61 1.081, H116 1.075, H141 1.104
46 C 1.24 -4.50 -2.71  O11 1.440, C48 1.559, C55 1.533, H157 1.098
47 C 0.34 -1.13 6.55  C38 1.505, H95 1.086, H125 1.163, H166 1.044
48 C 1.66 -4.72 -1.23  C46 1.559, H72 1.097, H75 1.142, H99 1.138
49 C -4.96 4.29 -3.64  O4 1.194, N14 1.357, N21 1.396
50 C -1.47 5.77 -6.52  C27 1.515, H91 1.126, H119 1.115, H132 1.092
51 C 6.08 -1.46 0.50  O2 1.421, C53 1.516, H97 1.161, H165 1.104
52 C -1.72 -4.57 0.19  C36 1.534, H81 1.119, H137 1.079, H142 1.099
53 C 4.91 -1.50 -0.46  N17 1.424, C51 1.516, C56 1.526, H82 1.134
54 C -0.24 -1.43 0.41  O13 1.453, C57 1.489, C58 1.547, H98 1.114
55 C 1.84 -3.28 -3.42  C46 1.533, H67 1.101, H76 1.103, H92 1.078
56 C 4.46 -2.90 -0.89  C53 1.526, H73 1.076, H84 1.087, H139 1.118
57 C -1.56 -0.75 0.36  C54 1.489, H110 1.116, H144 1.092, H163 1.055
58 C 0.70 -0.70 -0.58  C54 1.547, H65 1.113, H130 1.102, H154 1.113
59 C -3.78 -0.06 5.98  O8 1.397, H94 1.122, H103 1.085, H111 1.067
60 C 3.68 2.82 1.29  N20 1.527, C22 1.496, C29 1.531, H85 1.146
61 H -5.58 2.89 2.12  C45 1.081
62 H 2.01 2.72 -3.32  C30 1.065
63 H -1.40 5.69 -3.96  C31 1.081
64 H 1.61 -3.04 4.44  C37 1.067
65 H 1.76 -1.00 -0.39  C58 1.113
66 H 3.28 0.41 -4.88  C28 1.149
67 H 2.88 -3.51 -3.67  C55 1.101
68 H -1.73 2.34 1.84  N15 0.999
69 H -3.96 -1.27 2.80  O6 0.990
70 H 3.34 -2.33 1.89  O3 0.988
71 H 5.07 0.30 -1.29  N17 1.015
72 H 1.48 -3.82 -0.62  C48 1.097
73 H 5.34 -3.35 -1.32  C56 1.076
74 H 2.66 -5.75 1.99  C34 1.126
75 H 2.78 -4.95 -1.12  C48 1.142
76 H 1.26 -3.07 -4.34  C55 1.103
77 H 0.59 5.59 -2.38  C39 1.099
78 H -0.51 -1.64 4.70  C38 1.120
79 H 2.28 4.30 1.76  N20 1.004
80 H -1.29 3.94 -3.74  C31 1.095
81 H -0.68 -4.95 0.00  C52 1.119
82 H 4.07 -1.07 0.16  C53 1.134
83 H 1.00 3.15 0.14  N19 1.028
84 H 3.67 -2.85 -1.63  C56 1.087
85 H 4.59 3.23 1.86  C60 1.146
86 H -5.83 0.61 -1.22  C23 1.113
87 H -1.74 0.32 4.32  C24 1.102
88 H -1.35 1.01 5.95  C24 1.108
89 H -6.42 0.34 0.38  C23 1.092
90 H 1.67 0.05 4.74  N16 1.039
91 H -1.36 5.65 -7.63  C50 1.126
92 H 1.94 -2.43 -2.77  C55 1.078
93 H -6.18 -3.37 2.03  C41 1.097
94 H -3.88 0.83 6.66  C59 1.122
95 H 1.32 -1.59 6.45  C47 1.086
96 H -3.69 -4.64 4.18  C26 1.081
97 H 6.33 -0.33 0.57  C51 1.161
98 H -0.34 -2.50 0.12  C54 1.114
99 H 1.19 -5.62 -0.72  C48 1.138
100 H -0.35 3.99 -6.26  C27 1.087
101 H 2.96 2.81 -0.69  C22 1.133
102 H 3.02 -2.10 4.42  C37 1.089
103 H -4.56 -0.77 6.20  C59 1.085
104 H -6.26 5.56 -2.69  N14 1.018
105 H -0.67 -4.87 -2.54  O11 0.932
106 H 4.41 -0.84 -2.29  N17 1.078
107 H -3.12 4.03 -5.46  N18 1.011
108 H 5.22 4.85 -1.86  C43 1.071
109 H 1.67 0.73 -2.18  O10 0.958
110 H -2.30 -1.32 0.98  C57 1.116
111 H -3.98 0.24 4.98  C59 1.067
112 H -0.20 2.94 1.93  N15 0.974
113 H -3.92 1.17 0.21  C33 1.123
114 H 3.67 0.92 2.29  C29 1.054
115 H 0.73 -0.29 3.39  N16 1.030
116 H -5.26 1.16 2.37  C45 1.075
117 H 4.66 0.85 0.90  C29 1.120
118 H 7.35 -0.84 2.59  C42 1.083
119 H -2.53 6.13 -6.49  C50 1.115
120 H 4.37 2.01 -4.67  C28 1.137
121 H -4.29 2.76 -2.43  N21 1.023
122 H 2.54 3.27 3.00  N20 1.086
123 H 2.82 0.90 0.76  C29 1.125
124 H 0.33 3.57 -1.43  N19 0.982
125 H 0.57 -0.30 7.33  C47 1.163
126 H -2.53 3.33 -6.80  N18 1.047
127 H 0.89 0.31 -4.55  C44 1.054
128 H -5.04 -2.46 4.55  C32 1.101
129 H 0.87 1.92 -5.34  C44 1.116
130 H 0.51 -0.88 -1.65  C58 1.102
131 H -7.08 -3.10 3.53  C41 1.089
132 H -0.70 6.48 -6.21  C50 1.092
133 H -4.53 -4.53 -0.23  C25 1.096
134 H 1.25 -4.97 2.88  C34 1.082
135 H -3.97 -3.10 0.56  C25 1.121
136 H -6.16 -4.64 3.26  C41 1.093
137 H -2.33 -5.33 0.64  C52 1.079
138 H -3.65 3.18 -0.21  O5 0.968
139 H 4.08 -3.49 -0.03  C56 1.118
140 H 2.91 2.12 -5.62  C28 1.103
141 H -3.97 2.40 2.23  C45 1.104
142 H -1.67 -3.82 1.00  C52 1.099
143 H 7.67 -2.51 2.29  C42 1.067
144 H -1.88 -0.52 -0.66  C57 1.092
145 H 3.46 4.53 -0.08  C22 1.160
146 H -3.93 2.62 -4.12  N21 1.008
147 H 0.66 6.87 -3.71  C39 1.109
148 H -6.84 1.88 -0.47  C23 1.087
149 H -5.61 4.36 -1.64  N14 1.020
150 H -1.99 -3.13 -1.39  C36 1.119
151 H 2.38 -5.75 3.85  C34 1.093
152 H 0.95 -2.04 1.85  O13 0.971
153 H 6.62 -2.00 3.60  C42 1.074
154 H 0.59 0.37 -0.31  C58 1.113
155 H -4.57 -3.03 -1.22  C25 1.126
156 H -3.52 -4.19 2.52  C26 1.084
157 H 1.29 -5.40 -3.35  C46 1.098
158 H 0.06 1.60 -3.89  C44 1.068
159 H 4.20 3.59 -2.60  C43 1.077
160 H 3.02 -3.68 5.28  C37 1.108
161 H -3.10 -4.52 -2.71  O1 0.982
162 H 5.96 3.41 -2.43  C43 1.091
163 H -1.38 0.17 0.86  C57 1.055
164 H -2.77 -3.10 3.74  C26 1.156
165 H 6.96 -1.92 0.02  C51 1.104
166 H -0.34 -1.71 7.09  C47 1.044
167 H 2.03 5.69 -3.24  C39 1.110
168 H 4.05 -3.99 3.09  C40 1.086

These are the Löwdin partial charges, in e, on atoms 1 to 4:
1. O -0.07
2. O -0.18
3. O -0.09
4. O 0.03